1.
Molecular formula: C10H8BrOP
Method: DFT, ωB97M-V/def2-TZVPD

The calculation puts the lowest unoccupied orbital energy (spin up / spin down) at -0.92 / -0.45 eV. The total energy is -91875.380 eV. As for the energy above the lowest of the compared OMol25 structures with the same formula, charge and spin: 97.4 kJ/mol. The calculation puts the HOMO energy (spin up / spin down) at -8.44 / -8.05 eV. The HOMO-LUMO gap (spin up / spin down) is 7.53 / 7.60 eV.

Each line ends with the Mulliken charge.
Geometry (Å):
C  -2.04  -2.53  0.22  -0.38
C  -0.73  -2.82  -0.12  -0.45
C  -0.89  2.25  0.22  -0.33
C  -2.41  -1.20  0.54  -0.69
C  0.23  -1.87  -0.05  -0.53
C  -1.83  1.23  0.42  -0.61
C  0.54  1.90  0.10  -0.35
C  -1.53  -0.14  0.31  0.63
C  -0.11  -0.50  0.16  0.56
C  0.75  0.59  0.02  -0.15
O  4.56  1.79  -0.14  -0.45
P  4.52  0.65  -1.33  0.23
Br  3.08  1.70  -2.67  -0.15
H  -2.75  -3.32  0.15  0.39
H  -0.30  -3.84  -0.12  0.26
H  -1.32  3.31  0.17  0.28
H  -3.46  -1.11  0.80  0.34
H  1.24  -2.10  0.06  0.41
H  -2.91  1.47  0.54  0.30
H  1.25  2.77  -0.03  0.35
H  4.10  1.75  0.74  0.36



2.
Molecular formula: C10H8Cl3CoF6N4O4S4Si
Method: DFT, ωB97M-V/def2-TZVPD

The calculation puts the lowest unoccupied orbital energy at -2.03 eV. The total energy is -167371.431 eV. As for the energy above the lowest of the compared OMol25 structures with the same formula, charge and spin: 59.9 kJ/mol. The calculation puts the HOMO energy at -9.07 eV. The HOMO-LUMO gap is 7.03 eV.

Each line ends with the Mulliken charge.
Geometry (Å):
Co  0.21  0.24  0.67  -0.47
C  5.33  0.35  0.97  -0.83
S  4.43  1.16  2.30  -0.01
C  2.78  0.91  1.85  0.47
S  2.36  0.12  0.35  -0.11
N  1.90  1.35  2.70  -1.38
N  0.63  1.11  2.27  1.24
C  -0.34  1.49  3.01  -0.44
C  -1.68  1.27  2.48  0.82
C  -2.82  1.59  3.18  -0.86
C  -4.05  1.37  2.57  -0.36
C  -4.08  0.86  1.29  -0.75
C  -2.88  0.55  0.66  0.32
N  -1.70  0.73  1.24  0.13
H  6.38  0.46  1.24  0.36
H  5.15  0.84  0.01  0.31
H  5.08  -0.70  0.91  0.30
H  -0.15  1.98  3.95  0.44
H  -2.75  2.00  4.17  0.44
H  -4.97  1.61  3.09  0.44
H  -5.00  0.69  0.76  0.46
H  -2.87  0.13  -0.34  0.08
F  -1.79  0.83  -2.63  -0.19
C  -2.22  -0.41  -2.89  0.67
F  -3.49  -0.50  -2.46  -0.23
F  -2.20  -0.62  -4.19  -0.24
S  -1.19  -1.67  -2.00  1.07
O  -0.96  -1.07  -0.69  -0.36
O  -2.00  -2.84  -2.02  -0.67
N  0.09  -1.85  -2.85  -0.50
S  1.33  -0.86  -2.82  1.15
O  1.07  0.36  -2.09  -0.65
O  2.55  -1.56  -2.59  -0.66
C  1.42  -0.32  -4.58  0.45
F  0.36  0.42  -4.90  -0.21
F  2.51  0.42  -4.74  -0.20
F  1.48  -1.37  -5.39  -0.21
Cl  -1.33  -2.27  2.37  -0.31
Si  0.52  -1.76  1.61  0.95
Cl  1.76  -1.86  3.24  -0.27
Cl  1.12  -3.20  0.31  -0.19



3.
Molecular formula: C10H8ClN3O
Method: DFT, ωB97M-V/def2-TZVPD

The calculation puts the lowest unoccupied orbital energy at 0.60 eV. As for the SMILES: O=c1[nH]c2c([nH]1)Nc1ccc(Cl)cc1C2. The total energy is -29539.581 eV. As for the energy above the lowest of the compared OMol25 structures with the same formula, charge and spin: 100.1 kJ/mol. The calculation puts the HOMO energy at -7.28 eV. The HOMO-LUMO gap is 7.88 eV.

Each line ends with the Mulliken charge.
Geometry (Å):
O  -0.04  -4.44  1.85  -0.63
Cl  -0.12  3.69  -3.27  -0.23
C  0.09  -3.30  1.49  0.21
C  0.22  -1.20  1.24  0.77
C  -0.55  -1.58  0.16  -0.41
C  0.89  3.13  -0.77  -0.44
C  1.11  2.28  0.25  -0.56
C  -0.51  1.53  -1.84  -0.71
C  0.08  2.77  -1.81  0.26
C  0.30  1.12  0.36  0.16
C  -0.37  0.66  -0.78  0.46
N  0.66  -2.21  2.11  -0.27
N  -0.67  -2.95  0.39  -0.09
N  0.48  0.20  1.44  -0.25
C  -1.15  -0.66  -0.89  -0.68
H  1.44  4.11  -0.82  0.33
H  1.85  2.40  1.01  0.35
H  -1.04  1.19  -2.70  0.39
H  0.53  -2.13  3.10  0.27
H  -1.20  -3.57  -0.09  0.03
H  1.20  0.43  2.05  0.23
H  -1.01  -1.03  -1.84  0.51
H  -2.19  -0.46  -0.63  0.27



4.
Molecular formula: C10H8N2O
Method: DFT, ωB97M-V/def2-TZVPD

The calculation puts the lowest unoccupied orbital energy at 0.63 eV. As for the SMILES: N#C[C@@]1(c2ccccc2)CC(=O)N1. The total energy is -15526.884 eV. As for the energy above the lowest of the compared OMol25 structures with the same formula, charge and spin: 16.4 kJ/mol. The calculation puts the HOMO energy at -9.85 eV. The HOMO-LUMO gap is 10.49 eV.

Each line ends with the Mulliken charge.
Geometry (Å):
C  -2.32  -0.38  0.02  -0.07
C  1.82  1.61  -1.84  -0.43
C  0.78  2.25  -1.19  -0.62
C  1.96  0.24  -1.72  -0.63
C  -0.13  1.53  -0.43  -0.43
C  1.06  -0.50  -0.96  -0.30
C  0.02  0.15  -0.32  -0.14
C  -0.60  -1.92  2.12  0.19
C  -0.85  -0.41  2.07  -0.56
C  -0.98  -0.61  0.53  1.46
N  -3.37  -0.20  -0.38  -0.47
N  -0.70  -2.02  0.77  -0.13
O  -0.39  -2.72  2.98  -0.60
H  2.52  2.18  -2.43  0.38
H  0.67  3.32  -1.27  0.38
H  2.77  -0.27  -2.22  0.39
H  -0.94  2.03  0.07  0.40
H  1.18  -1.56  -0.87  0.38
H  -1.75  -0.09  2.58  0.33
H  0.00  0.20  2.37  0.27
H  -0.73  -2.81  0.14  0.20



5.
Molecular formula: C10H8N2O2S
Method: DFT, ωB97M-V/def2-TZVPD

The calculation puts the lowest unoccupied orbital energy (spin up / spin down) at -0.72 / 0.30 eV. The total energy is -28405.570 eV. As for the energy above the lowest of the compared OMol25 structures with the same formula, charge and spin: 471.6 kJ/mol. The calculation puts the HOMO energy (spin up / spin down) at -7.20 / -7.41 eV. The HOMO-LUMO gap (spin up / spin down) is 6.48 / 7.71 eV.

Each line ends with the Mulliken charge.
Geometry (Å):
C  1.17  -2.46  1.10  -0.25
C  1.51  -2.20  -0.21  -0.95
C  0.17  2.61  -0.28  -0.50
C  1.03  1.65  -0.73  -0.67
C  -2.82  0.59  0.36  0.55
C  -1.30  -1.20  -0.65  0.45
C  1.13  -1.13  1.46  -1.14
C  1.57  -0.70  0.07  0.29
C  -1.12  2.29  0.13  -0.31
C  0.67  0.21  -0.80  0.21
N  -1.54  0.99  0.06  -0.09
N  -0.74  0.01  -0.46  0.13
O  -3.68  1.29  0.82  -0.57
O  -0.75  -2.15  -1.15  -0.52
S  -2.97  -1.14  -0.04  -0.19
H  0.98  -3.38  1.64  0.46
H  1.76  -2.78  -1.08  0.48
H  0.48  3.64  -0.23  0.39
H  2.01  1.91  -1.09  0.44
H  0.91  -0.58  2.36  0.48
H  2.59  -0.30  0.04  0.63
H  -1.85  2.99  0.51  0.45
H  0.80  -0.16  -1.83  0.25



6.
Molecular formula: C10H8N3
Method: DFT, ωB97M-V/def2-TZVPD

The calculation puts the lowest unoccupied orbital energy (spin up / spin down) at -4.58 / -4.58 eV. The total energy is -14956.081 eV. As for the energy above the lowest of the compared OMol25 structures with the same formula, charge and spin: 412.1 kJ/mol. The net charge is +1. The calculation puts the HOMO energy (spin up / spin down) at -10.70 / -10.70 eV. The HOMO-LUMO gap (spin up / spin down) is 6.12 / 6.12 eV.

Each line ends with the Mulliken charge.
Geometry (Å):
C  3.07  -1.22  0.02  0.86
C  -3.46  -0.86  -0.02  -0.55
C  -2.84  0.38  0.12  -0.60
C  -2.61  -1.94  0.09  -0.31
C  -0.63  -0.71  0.12  0.05
C  0.71  -0.82  0.12  0.23
C  -1.45  0.45  0.11  0.72
C  0.29  2.23  0.10  0.59
C  4.32  -1.24  0.00  -1.12
C  1.51  2.56  -0.02  -0.81
N  -1.30  -1.90  0.04  -0.57
N  1.88  -0.96  0.09  -0.10
N  -0.90  1.76  -0.02  -0.10
H  -4.47  -0.91  -0.30  0.44
H  -3.46  1.24  0.06  0.39
H  -3.05  -2.85  -0.13  0.42
H  4.95  -1.46  0.94  0.28
H  4.71  -1.53  -0.98  0.28
H  2.19  2.39  -0.89  0.31
H  2.07  2.85  0.80  0.30
H  -1.53  2.54  -0.25  0.30



7.
Molecular formula: C10H8N3O6Tc
Method: DFT, ωB97M-V/def2-TZVPD

The calculation puts the lowest unoccupied orbital energy (spin up / spin down) at -12.08 / -15.61 eV. The total energy is -29418.687 eV. As for the energy above the lowest of the compared OMol25 structures with the same formula, charge and spin: 11.9 kJ/mol. The net charge is +3. Its spin multiplicity is 4. The calculation puts the HOMO energy (spin up / spin down) at -19.01 / -21.67 eV. The HOMO-LUMO gap (spin up / spin down) is 6.93 / 6.05 eV.

Each line ends with the Mulliken charge.
Geometry (Å):
O  5.02  -0.44  -1.58  -0.09
C  4.03  -0.37  -0.93  0.39
Tc  2.12  0.02  -0.16  0.15
O  1.12  -2.94  0.39  -0.14
C  1.52  -1.86  0.20  0.40
C  1.37  1.94  -0.54  0.37
O  0.90  2.97  -0.78  -0.14
C  1.75  -0.01  -2.15  0.29
O  1.60  0.08  -3.29  -0.10
C  2.66  0.37  1.70  0.32
O  2.92  0.53  2.83  -0.11
H  3.49  -1.20  0.04  0.26
C  -2.96  -1.44  -1.40  -0.89
N  -2.23  -0.61  -0.44  0.05
C  -2.91  0.04  0.54  -0.18
C  -2.23  0.85  1.40  -0.92
C  -0.83  0.96  1.27  0.91
N  -0.16  0.26  0.33  0.35
C  -0.86  -0.47  -0.59  0.33
O  -0.26  -1.06  -1.52  -0.56
N  -0.14  1.83  2.04  -0.18
H  -2.22  -1.87  -2.08  0.32
H  -3.68  -0.83  -1.97  0.40
H  -3.52  -2.23  -0.88  0.40
H  -4.00  -0.11  0.56  0.55
H  -2.72  1.37  2.21  0.50
H  -0.65  2.34  2.74  0.28
H  0.87  1.89  2.06  0.02



8.
Molecular formula: C10H97NO43PS
Method: DFT, ωB97M-V/def2-TZVPD

The calculation puts the lowest unoccupied orbital energy at -3.53 eV. The total energy is -121586.839 eV. The net charge is +1. The calculation puts the HOMO energy at -11.77 eV. The HOMO-LUMO gap is 8.24 eV.

Each line ends with the Mulliken charge.
Geometry (Å):
C  -5.16  -0.55  1.79  -0.36
O  -4.27  -0.65  2.97  -0.45
C  -3.11  0.24  2.85  -0.39
C  -2.08  -0.17  1.64  0.32
C  -0.97  -1.39  1.92  -0.06
C  -0.32  -1.38  0.38  -0.53
C  1.04  -2.26  0.11  -0.30
O  1.24  -2.56  -1.35  -0.16
O  0.34  -3.41  -1.77  -0.46
N  -0.30  0.11  -0.01  0.55
C  -0.89  0.31  -1.40  0.08
C  0.11  1.11  -2.44  0.03
C  1.55  0.36  -2.70  0.67
O  1.57  -0.58  -3.67  -0.61
O  2.77  0.70  -1.94  -0.56
C  -0.99  0.95  1.09  -0.52
P  0.25  1.75  2.30  0.25
S  -0.52  2.29  4.02  -0.37
H  -4.88  -1.42  1.07  0.14
H  -6.27  -0.72  2.17  0.32
H  -5.10  0.51  1.25  0.08
H  -2.50  0.19  3.87  0.26
H  -3.43  1.37  2.64  0.21
H  -2.62  -0.53  0.64  0.04
H  -1.60  -2.36  2.11  0.15
H  -0.21  -1.16  2.81  0.13
H  -1.18  -1.98  -0.20  0.36
H  1.01  -3.27  0.73  0.40
H  1.97  -1.61  0.46  -0.06
H  -0.43  -2.87  -2.19  0.35
H  0.72  0.32  0.01  0.29
H  -1.23  -0.67  -1.94  0.25
H  -1.87  0.97  -1.25  -0.16
H  0.28  2.24  -2.17  -0.19
H  -0.45  1.10  -3.50  0.42
H  2.75  0.08  -1.15  0.21
H  -1.67  1.84  0.74  0.42
H  0.72  2.99  1.68  0.06
H  1.40  0.89  2.63  0.11
O  -4.38  1.72  -0.68  -0.78
H  -4.82  1.25  -1.40  0.33
H  -4.97  2.46  -0.48  0.29
O  -2.91  3.89  -1.91  -0.55
H  -2.41  4.25  -1.17  0.29
H  -3.47  3.21  -1.51  0.41
O  4.22  -2.59  -0.80  -0.48
H  4.45  -3.51  -0.97  0.24
H  3.60  -2.37  -1.51  0.25
O  -6.84  2.63  0.48  -0.67
H  -6.61  2.64  1.42  0.27
H  -7.25  1.77  0.34  0.37
O  0.83  -2.47  4.02  -0.54
H  0.25  -3.04  4.55  0.24
H  1.72  -2.77  4.23  0.31
O  -2.83  -4.36  2.23  -0.66
H  -3.47  -3.72  2.58  0.31
H  -3.34  -4.88  1.60  0.33
O  -4.53  -4.78  4.68  -0.68
H  -3.84  -4.26  5.12  0.30
H  -4.04  -5.46  4.19  0.33
O  -0.64  5.27  0.21  -0.29
H  0.05  5.78  0.65  0.22
H  -0.14  4.59  -0.28  0.10
O  4.45  1.64  0.63  -0.61
H  3.88  1.40  -0.12  0.40
H  5.05  0.89  0.72  0.30
O  -1.47  4.33  -4.55  -0.61
H  -1.00  5.14  -4.34  0.24
H  -2.02  4.16  -3.77  0.36
O  -9.42  2.36  -1.36  -0.62
H  -8.68  2.44  -0.74  0.30
H  -9.99  3.11  -1.13  0.31
O  -6.31  1.94  -2.36  -0.44
H  -6.75  1.47  -3.08  0.25
H  -6.90  2.68  -2.16  0.25
O  -3.98  3.76  4.57  -0.64
H  -4.56  3.19  5.10  0.30
H  -3.09  3.45  4.79  0.29
O  3.53  -2.59  5.44  -0.66
H  4.28  -2.51  6.06  0.31
H  2.96  -1.84  5.67  0.30
O  -2.09  6.41  2.34  -0.58
H  -2.75  5.95  2.89  0.24
H  -2.28  6.10  1.44  0.30
O  2.23  4.52  1.37  -0.52
H  2.92  5.04  1.81  0.25
H  2.73  3.85  0.88  0.25
O  5.80  -5.16  -0.81  -0.59
H  6.49  -4.64  -0.37  0.28
H  6.29  -5.83  -1.30  0.30
O  7.01  -2.58  -0.24  -0.59
H  7.35  -2.58  0.66  0.33
H  6.19  -2.07  -0.18  0.25
O  2.79  -5.37  -2.96  -0.71
H  3.53  -5.29  -2.35  0.30
H  2.21  -4.62  -2.74  0.38
O  0.36  5.05  -2.27  -0.46
H  0.97  4.56  -2.84  0.26
H  0.17  5.86  -2.78  0.22
O  -7.07  -5.04  3.37  -0.63
H  -6.33  -4.95  3.98  0.37
H  -7.64  -4.29  3.59  0.31
O  -5.41  -5.45  0.09  -0.67
H  -5.98  -5.41  0.88  0.34
H  -5.46  -6.38  -0.19  0.32
O  -1.63  9.32  1.38  -0.66
H  -2.19  9.35  2.16  0.31
H  -1.67  8.39  1.10  0.31
O  2.65  -5.56  -5.85  -0.62
H  2.88  -5.55  -4.91  0.28
H  2.23  -6.42  -5.99  0.35
O  6.90  -4.26  -3.51  -0.55
H  6.45  -4.72  -4.24  0.31
H  6.30  -3.52  -3.31  0.25
O  0.37  11.09  0.40  -0.66
H  0.88  11.46  1.14  0.34
H  -0.19  10.42  0.81  0.39
O  3.63  -0.14  -5.82  -0.66
H  3.06  -0.11  -5.04  0.38
H  3.58  -1.07  -6.10  0.28
O  -0.62  -5.21  -5.98  -0.64
H  0.31  -4.99  -6.12  0.34
H  -0.99  -5.25  -6.87  0.31
O  9.03  -6.81  -3.70  -0.66
H  8.59  -7.27  -4.42  0.33
H  8.44  -6.07  -3.50  0.33
O  2.99  -4.97  -9.10  -0.64
H  3.22  -4.96  -8.15  0.33
H  2.58  -5.84  -9.23  0.31
O  2.21  8.65  -0.52  -0.62
H  1.77  8.18  -1.24  0.28
H  1.62  9.39  -0.32  0.35
O  2.38  -2.54  8.13  -0.64
H  1.81  -2.51  8.92  0.31
H  2.33  -3.47  7.85  0.33
O  -3.15  6.70  5.03  -0.59
H  -2.93  6.71  5.97  0.28
H  -3.57  5.84  4.89  0.34
O  -7.82  1.24  -5.05  -0.62
H  -8.54  1.86  -4.89  0.32
H  -8.05  0.81  -5.89  0.29
O  4.53  6.58  1.61  -0.66
H  5.14  6.09  1.04  0.32
H  4.35  7.39  1.10  0.33
O  10.30  -2.13  -0.09  -0.63
H  10.53  -3.06  -0.26  0.32
H  9.68  -1.91  -0.80  0.32
O  7.77  -9.81  -3.21  -0.64
H  8.25  -8.99  -3.00  0.35
H  7.22  -9.97  -2.42  0.31
O  0.21  -0.48  8.56  -0.63
H  0.82  -0.97  7.99  0.34
H  0.02  0.33  8.05  0.31